Model A:
C4H9O2 | ωB97M-V with the def2-TZVPD basis set

The geometry in ORCA input format:
```
! RIJCOSX wB97M-V def2-TZVPD def2/J DEFGRID3
* xyz -1 1
H 0.181 -2.717 -2.189
H -0.167 1.514 -1.198
H -2.063 -2.894 -0.618
C -1.626 -2.063 -1.171
H -2.024 -1.961 -2.179
C 0.505 1.971 -0.473
O 1.100 0.084 0.836
H 0.226 -2.932 -0.390
H 0.377 -1.331 -1.174
C -0.095 -2.313 -1.217
O -0.143 1.680 1.819
H 0.212 3.007 -0.309
H 1.496 1.858 -0.922
H -1.888 -1.162 -0.618
C 0.485 1.186 0.851
*
```

E_LUMO ... 0.1488 Ha

Model B:
C4H9O2 | ωB97M-V with the def2-TZVPD basis set

The geometry in ORCA input format:
```
! RIJCOSX wB97M-V def2-TZVPD def2/J DEFGRID3
* xyz -1 1
H 1.857 -0.661 -0.951
H -2.114 0.353 -2.054
C 1.730 -0.646 1.240
C -1.903 -0.211 -0.016
H 0.785 -1.190 1.302
H -2.898 1.452 -0.942
C -1.980 0.887 -1.115
C 1.741 0.018 -0.106
H 2.383 -1.531 1.318
H 1.941 -0.009 2.051
O -2.584 -1.236 -0.235
H -1.125 1.553 -1.027
H 0.779 0.474 -0.325
H 2.579 0.721 -0.127
O -1.192 0.027 0.987
*
```

E_LUMO ... 0.1550 Ha

Model C:
C4H9O2 | ωB97M-V with the def2-TZVPD basis set

The geometry in ORCA input format:
```
! RIJCOSX wB97M-V def2-TZVPD def2/J DEFGRID3
* xyz -1 1
O 1.661 0.502 0.820
C -1.885 1.351 -0.400
O -0.819 0.215 1.452
H -2.768 1.905 -0.565
H 1.057 -1.958 -1.313
H -1.207 1.193 -1.240
C 1.268 -1.648 -0.311
C -1.825 0.753 0.828
C 1.413 -0.127 -0.418
H 0.371 -1.824 0.329
H 2.172 0.221 -1.150
H -2.794 0.756 1.356
H 0.797 0.497 1.240
H 0.377 0.234 -0.739
H 2.184 -2.069 0.108
*
```

E_LUMO ... 0.1597 Ha

Which structure is the most stable? The one labeled model A.

Model A:
C6H7ClS | ωB97M-V with the def2-TZVPD basis set

The geometry in ORCA input format:
```
! RIJCOSX wB97M-V def2-TZVPD def2/J DEFGRID3
* xyz 0 1
H -2.428 1.389 -0.864
C 2.032 -0.480 0.930
C 0.725 -0.733 0.978
H -0.492 2.885 -0.844
Cl 0.856 -1.073 -1.722
C -0.393 1.838 -0.558
H 0.568 1.499 -0.317
H 0.169 -0.710 1.950
H -0.340 -2.253 -0.039
H 2.534 -0.165 1.796
C -0.097 -1.179 -0.220
H 2.626 -0.480 -0.020
S -2.876 -1.161 -0.097
C -1.431 -0.414 -0.325
C -1.455 1.037 -0.648
*
```

SMILES string ... C=CC(=S)[C@@H](Cl)C=C
E_LUMO ... -0.0339 Ha

Model B:
C6H7ClS | ωB97M-V with the def2-TZVPD basis set

The geometry in ORCA input format:
```
! RIJCOSX wB97M-V def2-TZVPD def2/J DEFGRID3
* xyz 0 1
H -0.293 1.881 0.075
H -0.877 1.959 -1.588
C -1.764 -0.123 0.885
C -0.532 -0.656 1.060
H -0.286 -1.017 2.042
H -2.187 0.205 -0.058
H 2.394 -1.598 -0.418
H 0.800 2.429 -1.217
C 0.525 -0.661 0.108
C 0.469 0.248 -1.089
C 0.003 1.686 -0.972
C 1.563 -1.478 0.270
H -2.432 -0.169 1.763
S 0.876 -0.265 -2.565
Cl 1.741 -2.441 1.705
*
```

SMILES string ... C=C/C(=C\Cl)C(C)=S
E_LUMO ... -0.0224 Ha

Which structure is the most stable? The one labeled model B.

Model A:
H2N2O3 | ωB97M-V with the def2-TZVPD basis set

The geometry in ORCA input format:
```
! RIJCOSX wB97M-V def2-TZVPD def2/J DEFGRID3
* xyz 0 1
N 1.034 -0.736 -0.155
H 1.466 0.853 -0.720
H 0.633 -1.077 0.775
O -2.044 -0.813 0.149
O -1.211 1.218 -0.133
O 1.429 0.506 0.224
N -1.307 0.049 -0.139
*
```

E_LUMO (spin up / spin down) ... -0.0286 / 0.0017 Ha

Model B:
H2N2O3 | ωB97M-V with the def2-TZVPD basis set

The geometry in ORCA input format:
```
! RIJCOSX wB97M-V def2-TZVPD def2/J DEFGRID3
* xyz 0 1
H 1.648 -0.545 0.678
O 0.852 -0.955 0.627
O -0.817 1.648 1.356
O -0.362 -0.268 -1.422
N -0.196 0.212 -0.154
N -0.860 1.099 0.319
H -0.264 -1.192 -1.405
*
```

E_LUMO (spin up / spin down) ... -0.0268 / -0.0267 Ha

Model C:
H2N2O3 | ωB97M-V with the def2-TZVPD basis set

The geometry in ORCA input format:
```
! RIJCOSX wB97M-V def2-TZVPD def2/J DEFGRID3
* xyz 0 1
O 1.011 -1.072 -0.082
N 0.058 -0.582 0.503
H -1.371 0.727 0.001
O -0.486 -1.017 1.540
O 0.274 1.028 -1.019
N -0.425 0.566 0.064
H 0.940 0.351 -1.008
*
```

SMILES string ... O=[N+]([O-])NO
E_LUMO (spin up / spin down) ... 0.0009 / 0.0009 Ha

Which structure is the most stable? The one labeled model C.